Molecular formula: C37H30N3O5W
Method: DFT, ωB97M-V/def2-TZVPD

ORCA input file:
```
! RIJCOSX wB97M-V def2-TZVPD def2/J DEFGRID3
* xyz 3 3
W -0.31631 -0.23415 -0.00744
O -1.27051 -1.81866 0.86563
O -1.83045 3.02053 1.90308
O -0.85958 -1.85901 -1.25172
O 3.00092 -1.96118 1.79653
O -2.65656 -0.09448 -0.50889
N -0.72806 1.73274 0.50548
N 1.48950 -1.21110 0.35449
N 0.21969 0.14672 2.02627
C 1.32926 -0.57676 3.99071
C 3.52533 -2.37583 0.47175
C -1.29868 0.97946 -4.21302
C -0.28772 1.31580 -2.05600
C -3.22331 -1.70345 -3.04140
C -1.06978 1.98879 1.73074
C 0.55190 0.31250 4.72915
C 3.99186 0.80870 -3.53490
C -1.30610 2.24751 -1.71700
C -3.89009 -1.97263 -4.22432
C 3.76734 1.27849 -2.24610
C 3.26313 0.42553 -1.27385
C -3.19225 -1.54400 -0.51467
C -5.20515 -2.28278 -1.79803
C 2.97268 -0.90243 -1.59028
C -4.80151 -3.25422 2.43173
C -5.68130 -1.01939 2.27990
C -0.28280 0.69794 -3.30949
C -5.21138 -2.39947 -4.19956
C 1.89376 -1.33813 1.58160
C -0.33443 1.18535 4.08918
C -3.97681 -3.00245 1.34665
C -1.14293 2.85238 -0.34397
C -0.45604 1.08457 2.72082
C -5.65142 -2.26060 2.90010
C -5.86396 -2.55753 -2.98652
C 3.20439 -1.36826 -2.87960
C -2.30359 1.87048 -3.86504
C -3.87867 -1.84922 -1.81514
C 2.46659 -1.86528 -0.54635
C -1.73544 -1.98892 -0.32508
C 3.71448 -0.51415 -3.84924
C -2.26112 3.44229 0.52834
C -4.86321 -0.76642 1.18787
C 1.12859 -0.62867 2.62220
C -4.00664 -1.75813 0.72694
C -2.31655 2.50454 -2.61281
H -1.29782 0.51946 -5.19180
H -5.72735 -2.41166 -0.86094
H 4.49583 -1.90056 0.35804
H 0.68659 1.34586 -1.53178
H 2.07896 -1.19729 4.46380
H -6.35698 -0.25342 2.63591
H -6.88987 -2.89802 -2.96099
H -2.31803 4.52471 0.53388
H 3.14597 0.79774 -0.25904
H -4.78662 -4.22648 2.90480
H -0.30819 3.56255 -0.38119
H -6.29916 -2.45938 3.74308
H -3.10261 3.21144 -2.37649
H -2.18440 -1.41419 -3.07557
H -3.32965 -3.79035 0.97350
H -3.09100 2.09272 -4.57390
H -3.24098 2.99366 0.36644
H 2.98891 -2.40072 -3.13046
H 3.90170 -0.88573 -4.84768
H -5.72637 -2.61848 -5.12517
H 3.62674 -3.45619 0.49775
H 0.53346 0.03691 -3.57800
H -0.87923 1.93940 4.64206
H 1.96419 -2.70057 -1.03576
H -3.37444 -1.87226 -5.17054
H 4.40183 1.47054 -4.28573
H 0.67467 0.36543 5.80302
H 4.01518 2.30119 -1.99326
H -2.85926 0.27121 -1.39050
H -4.91394 0.19064 0.68349
*
```

Results
**HOMO energy (spin up / spin down)**: -16.39 / -16.39 eV
**HOMO-LUMO gap (spin up / spin down)**: 0.23633 / 0.20058 Ha

***

Molecular formula: C4H10N2O2
Method: DFT, ωB97M-V/def2-TZVPD

ORCA input file:
```
! RIJCOSX wB97M-V def2-TZVPD def2/J DEFGRID3
* xyz 0 1
O -1.74559 0.67174 1.50373
O -0.15484 1.33782 -0.88512
N 1.05312 0.54174 0.96913
N 1.14964 1.15355 -0.26777
C -1.27873 -0.24876 0.87749
C 1.96378 0.40595 -1.20318
C -2.06724 -1.08169 -0.09375
C 0.18917 -0.63814 1.04857
H 2.90458 0.18316 -0.70118
H 1.49743 -0.52178 -1.54393
H 0.33050 -1.06425 2.04704
H -3.07775 -0.69382 -0.19074
H -2.09456 -2.11247 0.26237
H 2.14137 1.04518 -2.06046
H -0.44281 2.22521 -0.63665
H 0.50168 -1.36721 0.30257
H -1.58041 -1.06884 -1.06550
H 0.71060 1.23267 1.63741
*
```

Results
**HOMO energy**: -9.10 eV
**HOMO-LUMO gap**: 0.36740 Ha
**SMILES**: CC(=O)CNN(C)O
**Energy relative to the best compared isomer or geometry (same formula, charge and spin)**: 92.1 kcal/mol

***

Molecular formula: H4NOP2
Method: DFT, ωB97M-V/def2-TZVPD

ORCA input file:
```
! RIJCOSX wB97M-V def2-TZVPD def2/J DEFGRID3
* xyz -1 1
P 0.72406 0.36440 0.62441
P -1.61787 -0.63042 -0.29226
O 1.73137 0.87018 1.55724
N -0.83827 0.06718 0.99272
H -1.67559 0.28388 -1.56570
H 0.89553 1.14480 -0.45426
H 1.26568 -0.81097 -0.00591
H -0.48491 -1.28904 -0.85625
*
```

Results
**HOMO energy**: -4.05 eV
**HOMO-LUMO gap**: 0.32508 Ha
**Energy relative to the best compared isomer or geometry (same formula, charge and spin)**: 4.7 kcal/mol

***

Molecular formula: C2H12NO4
Method: DFT, ωB97M-V/def2-TZVPD

ORCA input file:
```
! RIJCOSX wB97M-V def2-TZVPD def2/J DEFGRID3
* xyz -1 1
O -0.99458 -1.58440 -1.63287
O -2.39489 -0.57564 0.22642
O -1.01306 1.11086 1.72294
O 3.37699 -0.58708 -0.29812
N 0.64193 0.25872 0.07678
C 0.18299 1.40891 -0.78635
C 0.03086 0.14162 1.41542
H -2.28718 -1.18305 1.00442
H 0.82331 2.21638 -0.46263
H -1.71807 -1.37540 -0.89999
H -0.33609 -0.87195 1.59889
H 0.56723 1.08840 -1.76290
H 0.83581 0.35506 2.20694
H 3.49709 -1.52551 0.05391
H 0.17956 -0.53891 -0.39947
H -1.72409 0.86247 1.09248
H -0.89921 1.72005 -0.75915
H 2.45998 -0.16017 -0.29026
H -1.22860 -0.76033 -2.10646
*
```

Results
**HOMO energy**: -4.55 eV
**HOMO-LUMO gap**: 0.30900 Ha
**Energy relative to the best compared isomer or geometry (same formula, charge and spin)**: 30.1 kcal/mol

***

Molecular formula: C29H49N3O5P2Ru
Method: DFT, ωB97M-V/def2-TZVPD

ORCA input file:
```
! RIJCOSX wB97M-V def2-TZVPD def2/J DEFGRID3
* xyz 2 1
Ru 0.28107 0.21162 -0.30923
P -0.96084 -1.77815 -0.04905
P -1.32957 1.36193 -1.65604
O -2.63848 0.61076 -2.13685
O 1.29961 -0.37461 -2.26018
O -1.34120 2.53993 -2.73977
O 2.84063 0.04209 -3.80199
O -1.79177 2.01971 -0.26256
N 1.08659 -0.52768 1.39289
N 2.00412 1.86953 -0.94074
N 2.85356 1.23284 -1.88175
C 0.88406 -3.16652 3.91897
C 4.14193 2.02700 2.64385
C 1.32326 -2.03395 3.28612
C -0.12211 -3.98047 3.36553
C -3.57320 -2.94392 0.22846
C 0.90719 -3.42317 -1.24851
C 2.10826 0.34006 1.72151
C 5.20169 2.89587 3.21262
C -0.58778 -3.12948 -1.26833
C 1.77410 1.55834 2.37316
C 0.33269 1.91755 2.57638
C -0.37621 3.51738 -3.12730
C -2.83770 3.01318 -0.11930
C -4.04082 1.36171 -3.97059
C -0.58354 -5.19458 4.07728
C -1.04733 -2.70751 -2.65572
C -2.22800 4.34473 0.26743
C 2.79529 2.35370 2.84665
C -2.98302 0.37204 -3.52334
C -0.29733 -2.43137 1.51174
C 3.46405 0.02895 1.43431
C 0.35518 3.10655 -4.39360
C 0.73859 -1.62721 2.06095
C -0.68131 -3.59555 2.14159
C 3.76124 -1.17746 0.60491
C 4.44879 0.87946 1.90367
C -2.80472 -1.62750 0.15783
C 2.30100 0.23122 -2.74061
C -3.03897 -0.74790 1.38796
H -3.13055 -1.07999 -0.73367
H -3.39715 -3.56721 -0.64577
H -3.33354 -3.51068 1.12483
H -3.36324 -0.65153 -3.56369
H 1.32380 -3.44673 4.86518
H -1.26662 -5.78351 3.47212
H 6.11963 2.84548 2.63570
H 2.54796 3.24240 3.41004
H 1.60810 2.73213 -1.33865
H -0.35207 3.00960 -5.21272
H 3.02447 -1.26091 -0.20129
H -3.67094 2.37844 -3.87180
H -4.63919 -2.71902 0.26334
H 0.87078 2.15364 -4.26820
H -2.12773 -2.59849 -2.70269
H -0.74753 -3.45305 -3.38816
H 1.45986 -2.53635 -1.56264
H 2.10413 -1.42768 3.71907
H 5.48595 0.64510 1.70626
H -2.36764 0.11805 1.37324
H -2.86199 -1.30870 2.30393
H 0.31957 3.71277 -2.30146
H -0.56992 -1.76654 -2.93271
H -4.93599 1.25245 -3.36432
H -1.09488 -4.91144 5.00009
H 4.86625 3.92703 3.28957
H -1.14462 -4.00830 -0.91514
H 4.75480 -1.11948 0.16938
H 1.25241 -3.74181 -0.26462
H 3.70734 -2.08843 1.20014
H -0.95081 4.43139 -3.30825
H -1.58189 4.71770 -0.52302
H -0.22958 1.83729 1.62968
H -1.64712 4.24004 1.17899
H -3.01296 5.07355 0.44376
H 1.12476 -4.21978 -1.95684
H 0.24573 2.93591 2.94899
H -1.41587 -4.23299 1.67894
H 1.07865 3.87169 -4.66495
H 5.44170 2.56431 4.22567
H -3.50163 2.64601 0.66561
H 3.52041 1.82962 -2.36475
H -0.13245 1.24993 3.30321
H -3.39802 3.08772 -1.05120
H -4.29596 1.18145 -5.01072
H 2.56539 2.13172 -0.12611
H -4.06450 -0.38488 1.39993
H -2.08629 0.44836 -4.14051
H 0.25999 -5.81545 4.37784
*
```

Results
**HOMO energy (spin up / spin down)**: -13.75 / -13.76 eV
**HOMO-LUMO gap (spin up / spin down)**: 0.16849 / 0.16895 Ha
**Energy relative to the best compared isomer or geometry (same formula, charge and spin)**: 36.2 kcal/mol

***

Molecular formula: C49H51LiN3O3S3Se
Method: DFT, ωB97M-V/def2-TZVPD

ORCA input file:
```
! RIJCOSX wB97M-V def2-TZVPD def2/J DEFGRID3
* xyz -1 1
Se 3.24568 -1.51992 -0.58686
S 0.01102 -2.58414 -0.63225
S -2.87601 -0.38418 2.80254
S 1.24459 2.96465 3.96821
O 0.08751 -1.43882 0.27960
O -1.91118 0.17415 1.86532
O -0.96252 0.09896 -2.15295
N 2.79850 1.24594 -0.57579
N 3.11552 0.42256 -2.59205
N 1.96949 1.44595 1.99263
C 1.15022 2.41227 2.25595
C -0.09712 1.45471 -4.52036
C 3.39246 2.62352 -3.78769
C 1.44098 -4.94198 -0.68518
C -1.69079 -2.84953 2.24977
C 0.21683 3.02224 1.37095
C -0.07385 2.41515 0.11720
C 3.41021 3.98630 -3.54204
C -0.59585 -0.43107 4.36362
C 3.07374 1.43803 5.44666
C -4.20582 0.60865 -3.66849
C -1.57909 -3.46371 -0.20213
C -1.66635 -3.98932 1.22173
C -2.52469 1.42828 -5.13584
C -3.65839 -0.33887 -1.40956
C 0.12244 -0.64855 5.52533
C -4.52898 -1.58998 -1.56741
C 0.05658 2.96863 -4.68146
C -1.40355 4.78444 1.07152
C 3.56021 -0.06353 3.11480
C 1.69546 -3.65308 1.32764
C -1.53704 1.09525 -4.23138
C 3.11352 1.79082 -2.71705
C -0.99817 3.15672 -0.64683
C -1.94892 -0.70692 4.34160
C -1.86387 0.45594 -2.99767
C 0.42879 0.71918 -5.75647
C -4.36088 0.72396 -0.56259
C 2.91075 3.67500 -1.19188
C 3.17741 4.50095 -2.26981
C -3.05076 -2.19135 2.37340
C 2.97637 -5.65684 1.00669
C -3.25158 0.24052 -2.74394
C 2.68147 1.01662 3.06886
C 2.44110 1.74511 4.25696
C 1.10550 -3.84717 0.09017
C -3.86263 1.18418 -4.87939
C 3.93710 0.35594 5.46903
C 2.37562 -5.85285 -0.22586
C 2.62999 -4.56523 1.78821
C 2.95236 0.11780 -1.28189
C 2.88716 2.31230 -1.42819
C -0.42483 4.18981 1.82149
C 4.15457 -0.39539 4.31675
C 3.10369 -0.54501 -3.64909
C -0.51964 -1.14006 6.64959
C -2.60410 -1.18295 5.46486
C -1.69027 4.25756 -0.18549
C -1.87943 -1.40560 6.62287
Li -0.40430 0.34076 -0.40358
H -2.25163 1.90676 -6.06896
H -4.67649 0.31937 0.40148
H -2.47481 4.70270 -0.78716
H -2.73293 -0.61062 -0.89220
H -3.66819 -1.37647 5.43160
H 1.09350 3.22473 -4.88882
H 3.10551 -4.41452 2.74909
H -3.69171 -2.64715 3.12720
H 2.45420 1.26815 0.41647
H -2.37765 -1.77855 7.50678
H -0.13590 -0.05067 3.46342
H 4.79766 -1.26442 4.36990
H 2.74144 4.05715 -0.19852
H -5.23892 1.11023 -1.07859
H -0.24684 3.46153 -3.76118
H -4.00518 -2.35474 -2.14272
H 1.48837 0.92441 -5.90995
H 0.98349 -5.06153 -1.65403
H 3.60502 2.23207 -4.77105
H 2.87247 2.02056 6.33344
H -3.57260 -2.18325 1.41834
H -1.36764 -3.22525 3.22411
H 0.48564 1.14761 -3.64385
H -5.25403 0.44741 -3.44421
H 2.65741 -6.69990 -0.83475
H -0.15468 4.61879 2.78102
H 0.04411 -1.30972 7.55438
H -2.34766 -2.71722 -0.38772
H 3.74909 -0.64464 2.22484
H -2.56342 -4.61311 1.32780
H 0.30193 -0.35559 -5.63136
H 3.73349 -6.34933 1.34806
H 3.71338 -0.18582 -4.47755
H 3.60854 4.66640 -4.35876
H -4.79558 -2.01042 -0.59400
H 4.43309 0.08710 6.39215
H 3.23328 5.56853 -2.11443
H 3.51372 -1.48212 -3.26586
H -5.45737 -1.34790 -2.08413
H 1.43512 -2.77430 1.90034
H -0.97796 -2.08745 1.92550
H -0.56218 3.35194 -5.49199
H -3.67201 1.54627 -0.37934
H -0.11410 1.03531 -6.64721
H -1.92371 5.65634 1.44910
H 2.07700 -0.71928 -3.98529
H -1.67581 -4.26330 -0.93672
H -0.80794 -4.63565 1.42285
H -4.62841 1.45695 -5.59477
H -1.22412 2.79095 -1.64072
H 1.17578 -0.42512 5.56523
*
```

Results
**HOMO energy**: -3.91 eV
**HOMO-LUMO gap**: 0.22277 Ha
**Energy relative to the best compared isomer or geometry (same formula, charge and spin)**: 22.3 kcal/mol